Entry 1:
A cluster of 2 separate species, C3H9NO2S in total at a distorted geometry, computed with ωB97M-V/def2-TZVPD.

Geometry (Å):
H  0.787  1.484  -2.446
C  -0.269  0.086  0.540
H  0.080  0.965  1.031
H  0.191  2.167  -1.082
N  -0.134  -1.377  -1.515
H  -1.339  -0.100  0.480
H  0.341  -0.962  2.622
O  0.274  -0.992  1.518
H  1.294  -0.101  3.582
C  0.032  1.255  -1.687
H  1.328  -0.184  -0.743
H  -0.872  -1.717  -0.890
O  0.635  -0.477  4.141
S  -1.872  1.392  -2.135
C  0.211  -0.085  -0.986
H  -0.688  -1.354  -2.430

Properties
ΔE to the lowest compared entry with this formula, charge and spin in eV: 2.191
Net charge: -2
2S+1: 1

---

Entry 2:
A cluster of 2 separate species, C3H9NO2S in total at a distorted geometry, computed with ωB97M-V/def2-TZVPD.

Geometry (Å):
O  -1.733  -3.522  1.564
S  2.781  2.991  -0.977
C  1.124  2.425  -0.497
C  -0.555  -0.869  0.116
N  -0.482  0.527  -0.340
H  0.278  -1.155  0.776
H  -0.658  1.013  0.529
H  -1.578  -4.236  0.939
O  -1.753  -1.049  0.824
H  1.684  0.373  -0.209
H  0.294  2.962  -0.966
H  -1.876  -2.047  0.944
H  1.063  2.553  0.580
C  0.887  0.917  -0.737
H  1.024  0.663  -1.791
H  -0.501  -1.545  -0.753

Properties
ΔE to the lowest compared entry with this formula, charge and spin in eV: 0.228
Net charge: -2
2S+1: 1

---

Entry 3:
A cluster of 2 separate species, C3H9NO2S in total at a distorted geometry, computed with ωB97M-V/def2-TZVPD.

Geometry (Å):
S  -1.195  -0.170  2.279
H  1.568  1.710  0.569
C  0.631  1.155  0.596
H  1.093  -0.797  0.002
H  0.477  1.532  2.657
H  1.184  -0.067  2.245
H  0.470  1.329  -1.943
H  -1.569  -1.647  -1.045
C  0.389  0.649  2.024
O  0.366  -0.587  -2.534
O  -1.877  -2.165  -1.788
C  0.506  0.278  -1.695
N  0.668  0.049  -0.361
H  -0.230  1.784  0.362
H  -1.236  -0.865  1.137
H  -1.244  -2.187  -2.505

Properties
SMILES: O=CNCCS.O
ΔE to the lowest compared entry with this formula, charge and spin in eV: 1.278
Net charge: 0
2S+1: 1

---

Entry 4:
A cluster of 2 separate species, C3H9NO2S in total at a distorted geometry, computed with ωB97M-V/def2-TZVPD.

Geometry (Å):
H  0.597  -2.175  0.405
C  1.124  0.461  -1.215
H  2.087  0.491  -0.697
C  0.591  -1.170  0.751
N  0.151  -0.129  -0.248
H  -1.301  0.618  -1.254
O  -0.602  2.452  1.596
H  1.120  0.026  -2.158
S  -1.238  1.162  1.556
H  -0.148  -0.967  1.561
C  -1.061  -0.354  -0.944
H  -1.899  -0.702  -0.346
H  0.875  1.499  -1.261
H  -0.889  -0.985  -1.756
H  1.493  -0.606  1.295
O  -0.900  0.378  2.716

Properties
ΔE to the lowest compared entry with this formula, charge and spin in eV: 3.173
Net charge: 0
2S+1: 1